Here is a molecular structure, C50H42AsBrCl5INO5PS3SiZr at a distorted geometry from OMol25. Energies are from ωB97M-V/def2-TZVPD.

```
112
Properties=species:S:1:pos:R:3:lowdin_charge:R:1
Zr -0.3290 0.3156 0.2545 1.12
Cl -3.5510 0.5368 3.0215 0.68
C -2.4888 -0.8443 2.9077 -0.67
C -1.3169 -0.8337 2.1400 -0.27
C -0.6028 -2.0319 2.2354 -0.68
Cl 0.8481 -2.1605 1.2828 0.82
C -0.9450 -3.1313 3.0017 -0.71
Cl 0.0873 -4.5272 3.0729 0.64
C -2.1044 -3.0853 3.7548 -0.72
Cl -2.5429 -4.4162 4.7782 0.63
C -2.8833 -1.9403 3.6985 -0.71
Cl -4.3460 -1.8895 4.6308 0.62
S -0.9345 2.3408 2.0926 0.53
C -2.0843 3.5078 1.5048 -0.73
C -2.1567 4.7653 2.1374 -0.14
C -3.0278 5.7505 1.7098 -0.12
C -3.8738 5.5181 0.6272 -0.12
C -3.8256 4.2826 0.0017 -0.14
C -2.9594 3.2763 0.4318 -0.42
As -2.8377 1.5564 -0.4584 1.21
C -3.4370 2.1047 -2.2591 -0.40
C -3.0062 3.2977 -2.8232 -0.16
C -3.3515 3.6332 -4.1308 -0.09
C -4.1284 2.7708 -4.8888 -0.11
C -4.5515 1.5659 -4.3346 -0.10
C -4.2017 1.2348 -3.0350 -0.15
C -4.5680 0.7136 -0.0377 -0.39
C -5.7706 1.4027 -0.1168 -0.11
C -6.9778 0.7392 0.0615 -0.10
C -6.9941 -0.6299 0.3109 -0.11
C -5.7959 -1.3279 0.3777 -0.08
C -4.5894 -0.6592 0.1979 -0.13
H -1.4873 4.9478 2.9710 0.09
H -3.0470 6.7103 2.2177 0.09
H -4.5497 6.2877 0.2708 0.08
H -4.4644 4.1078 -0.8528 0.08
H -2.3790 3.9655 -2.2488 0.05
H -2.9916 4.5639 -4.5563 0.09
H -4.3914 3.0257 -5.9093 0.09
H -5.1273 0.8644 -4.9253 0.09
H -4.5098 0.2790 -2.6367 0.10
H -5.7740 2.4644 -0.3215 0.09
H -7.9097 1.2909 -0.0054 0.09
H -7.9379 -1.1484 0.4436 0.09
H -5.7930 -2.3941 0.5702 0.10
H -3.6605 -1.2149 0.2193 0.08
O 1.2790 -0.3324 -1.0735 -0.60
P 2.1305 -1.2065 -1.9812 0.89
C 1.7509 -1.6877 -3.6933 -0.31
C 1.6744 -3.0169 -4.0937 -0.07
C 1.3622 -3.3298 -5.4128 -0.08
C 1.1213 -2.3149 -6.3273 -0.09
C 1.2043 -0.9849 -5.9298 -0.08
C 1.5129 -0.6718 -4.6176 -0.13
C 3.0561 -2.5863 -1.1762 -0.24
C 2.4774 -3.8135 -0.8126 -0.13
C 3.2518 -4.8396 -0.2901 -0.08
C 4.6194 -4.6779 -0.1127 -0.09
C 5.2041 -3.4642 -0.4389 -0.09
C 4.4326 -2.4313 -0.9567 -0.08
C 3.5269 -0.0649 -2.3861 -0.27
C 4.4654 -0.3677 -3.3812 -0.10
C 5.5343 0.4753 -3.6326 -0.10
C 5.6734 1.6547 -2.9041 -0.10
C 4.7408 1.9744 -1.9303 -0.07
C 3.6757 1.1110 -1.6670 -0.09
H 1.8337 -3.8061 -3.3706 0.10
H 1.2751 -4.3661 -5.7130 0.09
H 0.8475 -2.5604 -7.3473 0.09
H 0.9928 -0.1884 -6.6343 0.10
H 1.5427 0.3638 -4.2970 0.11
H 1.4157 -3.9579 -0.9348 0.08
H 2.7717 -5.7722 -0.0157 0.10
H 5.2205 -5.4852 0.2895 0.09
H 6.2665 -3.3082 -0.2925 0.10
H 4.9220 -1.4899 -1.1681 0.10
H 4.3652 -1.2821 -3.9522 0.11
H 6.2609 0.2163 -4.3951 0.09
H 6.5057 2.3220 -3.1042 0.09
H 4.8312 2.9002 -1.3732 0.10
H 2.9406 1.3512 -0.9109 0.02
I 0.3171 2.7959 -1.2762 0.28
C 2.3558 1.7289 3.8766 -0.17
Si 2.5868 1.3707 2.0475 0.23
C 4.0334 0.1708 1.8581 -0.15
C 3.0919 3.0196 1.3450 -0.19
O 1.2669 0.7247 1.3587 -0.64
H 2.8480 2.6759 4.1337 0.02
H 2.7657 0.9461 4.5224 0.01
H 1.2883 1.8319 4.0930 0.00
H 4.3277 -0.2612 2.8225 0.01
H 4.9140 0.6747 1.4363 0.02
H 3.7700 -0.6517 1.1845 0.00
H 3.9798 3.3799 1.8838 0.03
H 2.2717 3.7337 1.4843 0.03
H 3.3085 3.0060 0.2748 -0.02
O -0.0270 -2.5677 -1.8478 -0.48
S -1.3201 -1.8383 -1.8498 0.10
O -1.5251 -1.2450 -0.4294 -0.70
O -2.4070 -2.7503 -2.1393 -0.39
S -1.2623 -0.2496 -2.9946 0.36
Br 1.7349 -2.4465 8.8410 0.70
C 1.3242 -1.8436 7.0866 -0.69
C 0.1815 -1.1031 6.8702 -0.10
C -0.0669 -0.6831 5.5676 -0.10
N 0.7326 -0.9620 4.5408 0.10
C 1.8319 -1.6754 4.7841 -0.14
C 2.1755 -2.1505 6.0447 -0.11
H -0.4972 -0.8566 7.6741 0.10
H -0.9541 -0.0970 5.3367 0.12
H 2.4682 -1.8845 3.9264 0.10
H 3.0693 -2.7404 6.1972 0.10
```

## Properties
total charge: -2
frontier orbital gap: 5.322 eV
strongest force on any atom: 2.02 eV/Å
electronic energy: -11642.81945 a.u.
E_LUMO: 3.340 eV
relative energy (zero: lowest compared OMol25 entry of this formula, charge and spin): 2.9 kcal per mole
highest occupied orbital energy: -1.983 eV

Here is C3H4N2O in the gas phase from OMol25. Energies are from ωB97M-V/def2-TZVPD.

```
10
Properties=species:S:1:pos:R:3:lowdin_charge:R:1
O -1.5686 -1.4783 0.6958 0.06
C -0.7178 -0.5889 0.1440 -0.44
N -1.0913 0.6307 -0.1950 0.08
N 0.0331 1.1772 -0.7083 -0.05
C 1.0849 0.3309 -0.6911 -0.11
C 0.6402 -0.8468 -0.1378 -0.02
H -2.4502 -1.0869 0.6707 0.11
H 0.0062 2.1267 -1.0395 0.15
H 2.0548 0.6187 -1.0725 0.11
H 1.1849 -1.7614 0.0383 0.10
```

## Properties
total charge: 0
frontier orbital gap: 9.968 eV
strongest force on any atom: 0.32 eV/Å
electronic energy: -301.45408 a.u.
E_LUMO: 1.057 eV
structure (SMILES): Oc1cc[nH]n1
relative energy (zero: lowest compared OMol25 entry of this formula, charge and spin): 20.8 kcal per mole
highest occupied orbital energy: -8.910 eV

Here is 6 unconnected molecules or ions with the total composition C7H20O5 from OMol25. Energies are from ωB97M-V/def2-TZVPD.

```
32
Properties=species:S:1:pos:R:3:lowdin_charge:R:1
C 1.0614 -2.8285 -0.2193 -0.05
C -0.1049 -1.9642 0.1656 -0.37
C -0.9983 -2.3438 1.0728 0.05
C -0.2632 -0.4734 -1.8237 -0.09
C -0.1958 -0.6390 -0.5059 -0.10
C 0.6738 1.5726 -2.8637 0.01
C -0.3684 0.8494 -2.4849 -0.18
H 1.0413 -3.1035 -1.2753 0.08
H 2.0149 -2.3227 -0.0553 0.08
H 1.0762 -3.7549 0.3545 0.08
H -1.8326 -1.7102 1.3548 0.06
H -0.9470 -3.2954 1.5905 0.07
H -0.2613 -1.3503 -2.4684 0.12
H -0.2501 0.2193 0.1564 0.09
H 0.5827 2.5341 -3.3576 0.06
H 1.6976 1.2452 -2.7120 0.06
H -1.3787 1.1974 -2.6805 0.11
H 1.9338 -0.1018 1.9137 0.01
H 1.0073 -1.2233 2.4411 0.03
O 1.3707 -0.3609 2.6691 -0.06
H 2.1742 0.4739 -0.3689 0.03
H 2.1951 1.6578 0.6270 0.06
O 2.5895 0.8002 0.4367 -0.04
H -1.3041 1.2443 2.1564 0.03
H 0.1650 0.9675 2.5027 0.01
O -0.4418 1.6846 2.2198 -0.08
H -2.8746 0.1174 0.1145 0.03
H -2.6409 1.6217 0.3297 0.02
O -2.8959 0.7994 0.7908 -0.07
H -0.6361 2.8031 -0.7547 0.02
H -0.8771 2.7129 0.7562 0.01
O -1.3127 2.9711 -0.0822 -0.07
```

## Properties
total charge: 0
frontier orbital gap: 10.172 eV
strongest force on any atom: 0.45 eV/Å
electronic energy: -654.87427 a.u.
E_LUMO: 0.462 eV
structure (SMILES): C=C/C=C/C(=C)C.O.O.O.O.O
relative energy (zero: lowest compared OMol25 entry of this formula, charge and spin): 0.0 kcal per mole
highest occupied orbital energy: -9.710 eV

Here is a molecular structure, C3H8N4 at a distorted geometry from OMol25. Energies are from ωB97M-V/def2-TZVPD.

```
15
Properties=species:S:1:pos:R:3:lowdin_charge:R:1
C -0.8548 -1.4452 0.7002 -0.03
C 0.9147 0.9079 0.2035 -0.57
C -0.2814 -0.5404 -0.3627 -0.59
N 1.7422 1.8583 0.6891 0.15
N -0.7629 -0.7602 -1.6426 0.11
N 1.1151 -0.2568 -0.3194 0.11
N -0.4430 1.0219 0.1379 0.12
H 2.7207 1.7137 0.4786 0.10
H 1.4361 2.8161 0.6015 0.10
H -0.2820 -0.2534 -2.3733 0.09
H -1.3406 -1.5682 -1.8290 0.09
H -0.9786 1.5524 0.8085 0.09
H -1.9472 -1.3963 0.7197 0.08
H -0.5588 -2.4801 0.5010 0.08
H -0.4795 -1.1698 1.6869 0.08
```

## Properties
total charge: 0
frontier orbital gap: 9.349 eV
strongest force on any atom: 2.17 eV/Å
electronic energy: -338.10965 a.u.
E_LUMO: 0.993 eV
relative energy (zero: lowest compared OMol25 entry of this formula, charge and spin): 27.7 kcal per mole
highest occupied orbital energy: -8.356 eV

Here is a molecular structure, C5H3BrClNO3S at a distorted geometry from OMol25. Energies are from ωB97M-V/def2-TZVPD.

```
15
Properties=species:S:1:pos:R:3:lowdin_charge:R:1
C 0.6728 0.7873 0.1961 -0.23
C -1.7541 0.9539 -0.2267 -0.14
C 0.8388 -0.5600 0.3908 -0.14
C -2.2009 -0.3722 -0.1300 -0.56
C -1.6867 -1.6336 -0.1482 -0.25
N -0.5815 1.4366 -0.0045 0.04
O -1.5591 -2.7464 -0.0428 0.27
O 2.9875 -2.0232 0.9122 -0.36
O 3.2640 0.4175 0.9844 -0.39
S 2.6439 -0.7495 0.3823 0.30
Cl 3.1464 -0.7515 -1.6402 0.30
Br -4.0989 -0.6174 -0.4856 0.77
H 1.3607 1.6136 0.1726 0.10
H -2.3875 1.8002 -0.3717 0.13
H -0.6454 2.4449 0.0112 0.16
```

## Properties
total charge: 0
frontier orbital gap: 7.817 eV
strongest force on any atom: 2.53 eV/Å
electronic energy: -3905.03178 a.u.
E_LUMO: -1.383 eV
relative energy (zero: lowest compared OMol25 entry of this formula, charge and spin): 0.0 kcal per mole
highest occupied orbital energy: -9.201 eV

Here is 5 unconnected molecules or ions with the total composition H10O5 at a distorted geometry from OMol25. Energies are from ωB97M-V/def2-TZVPD.

```
15
Properties=species:S:1:pos:R:3:lowdin_charge:R:1
O 1.0453 2.5484 -0.8251 -0.08
H 0.4378 2.0122 -0.3155 -0.04
H 1.5079 3.0734 -0.1720 0.02
O -0.0699 -1.2719 -1.8153 -0.02
H 0.1239 -0.5629 -2.4284 0.08
H 0.5556 -1.9608 -2.0396 0.07
O -0.2650 0.7285 0.5739 -0.03
H -0.1677 -0.1320 0.1662 0.03
H -0.1348 0.5674 1.5084 0.02
O 0.8779 0.5633 3.4496 -0.04
H 1.8332 0.6141 3.4824 0.05
H 0.5941 1.4668 3.3107 0.04
O -2.2775 -2.6557 -1.2942 -0.07
H -2.6243 -2.7736 -2.1785 0.03
H -1.4364 -2.2171 -1.4228 -0.05
```

## Properties
total charge: 0
frontier orbital gap: 11.081 eV
strongest force on any atom: 1.06 eV/Å
electronic energy: -382.18803 a.u.
E_LUMO: 0.388 eV
structure (SMILES): O.O.O.O.O
relative energy (zero: lowest compared OMol25 entry of this formula, charge and spin): 22.7 kcal per mole
highest occupied orbital energy: -10.693 eV

Which of these has the lowest total charge?
C50H42AsBrCl5INO5PS3SiZr

What is the formula in the first record?
C50H42AsBrCl5INO5PS3SiZr